ORCA calculation (ωB97M-V with the def2-TZVPD basis set) on a cluster of 12 separate species, C16H56N12O12 in total at a distorted geometry.

The relative energy (zero: lowest compared OMol25 entry of this formula, charge and spin) is 7.927 eV. For the frontier orbital gap, the calculation gives 0.2999 Eh. The charge is 0. The value obtained for the HOMO energy is -8.30 eV. The structure (SMILES) is NC(N)=O.NC(N)=O.NC(N)=O.NC(N)=O.NC(N)=O.NC(N)=O.CCO.CCO.CCO.CCO.CO.CO.

Each atom is followed by the atoms it is bonded to, with distances in Å.
Cartesian coordinates (Å):
1 O -2.4247 0.6006 -2.8463  C28 1.389
2 O -3.7077 0.7446 3.3887  C31 1.362
3 O 3.6043 1.1776 1.8937  C27 1.355, H77 0.955
4 O 0.3963 -3.8254 3.3807  C35 1.389, H52 0.997
5 O 2.2323 -0.4024 -2.9853  C37 1.370
6 O -2.4917 5.1366 0.6677  C30 1.389
7 O 0.2063 -4.1084 -1.7043  C34 1.392
8 O -4.2737 -1.0424 -0.0263  C40 1.395, H67 1.014
9 O 2.5253 1.9166 -5.2663  C39 1.399
10 O -0.2117 3.2836 -1.3503  C38 1.407, H62 1.002
11 O -0.0317 -0.8124 0.3677  C33 1.404, H94 0.971
12 O 2.8033 -3.0914 2.1897  C36 1.377, H93 0.930
13 N 1.5813 3.9076 -4.3273  C39 1.321, H79 1.014, H83 0.991
14 N -2.2357 2.8116 0.5557  C30 1.272, H72 1.031, H85 1.061
15 N 0.7913 -2.1194 -3.4733  C37 1.302, H55 1.002, H90 1.032
16 N -1.4977 1.3196 3.2207  C31 1.301, H59 1.027, H65 1.039
17 N -0.8077 -0.2794 -4.3583  C28 1.325, H58 1.060, H63 1.036
18 N 1.5293 -2.9814 -0.2023  C34 1.268, H46 1.023, H50 1.051
19 N -2.3177 0.2216 1.5277  C31 1.295, H68 1.041, H88 1.028
20 N -2.6477 -1.4324 -4.0633  C28 1.305, H74 0.996, H91 1.055
21 N 2.7313 -2.7034 -2.5813  C37 1.319, H76 0.984, H96 1.045
22 N -1.5987 3.8396 2.3407  C30 1.261, H64 1.006, H75 1.019
23 N 0.8693 1.9436 -3.5323  C39 1.339, H49 1.029, H84 1.028
24 N 0.2013 -4.4224 0.6847  C34 1.302, H47 0.991, H81 1.046
25 C -2.9717 -2.9264 0.5277  C40 1.519, H45 1.095, H80 1.090, H95 1.106
26 C 1.8733 4.3196 -1.2323  C38 1.494, H53 1.111, H57 1.093, H61 1.111
27 C 2.5813 2.0256 1.6307  O3 1.355, C29 1.524, H66 1.075, H70 1.096
28 C -1.9597 -0.3814 -3.7113  O1 1.389, N17 1.325, N20 1.305
29 C 1.5203 1.8546 2.7107  C27 1.524, H48 1.145, H54 1.081, H60 1.092
30 C -2.0937 3.9096 1.1827  O6 1.389, N14 1.272, N22 1.261
31 C -2.5397 0.7516 2.6877  O2 1.362, N16 1.301, N19 1.295
32 C 0.0603 -1.6734 4.3677  C35 1.512, H41 1.089, H51 1.121, H56 1.056
33 C 0.0683 0.0216 -0.7573  O11 1.404, H78 1.126, H82 1.088, H87 1.072
34 C 0.6173 -3.8394 -0.4023  O7 1.392, N18 1.268, N24 1.302
35 C -0.3427 -2.6534 3.2897  O4 1.389, C32 1.512, H44 1.048, H71 1.077
36 C 2.7783 -1.7764 2.5967  O12 1.377, H43 1.076, H69 1.080, H73 1.110
37 C 1.9743 -1.7444 -3.0793  O5 1.370, N15 1.302, N21 1.319
38 C 0.5313 4.2016 -0.5863  O10 1.407, C26 1.494, H42 1.089, H86 1.040
39 C 1.6693 2.5906 -4.3893  O9 1.399, N13 1.321, N23 1.339
40 C -3.3197 -1.9144 -0.5503  O8 1.395, C25 1.519, H89 1.088, H92 1.136
41 H 0.3183 -2.1984 5.2857  C32 1.089
42 H 0.6753 3.7976 0.4147  C38 1.089
43 H 1.9673 -1.1874 2.2057  C36 1.076
44 H -1.3407 -2.9644 3.3657  C35 1.048
45 H -2.2377 -3.5834 0.0507  C25 1.095
46 H 2.0843 -3.0004 0.6567  N18 1.023
47 H 0.2553 -4.0944 1.6187  N24 0.991
48 H 0.7233 2.6736 2.6397  C29 1.145
49 H 1.1953 0.9866 -3.3403  N23 1.029
50 H 1.9713 -2.7824 -1.1353  N18 1.051
51 H 0.7543 -0.8824 3.9807  C32 1.121
52 H 0.1713 -4.2574 4.2507  O4 0.997
53 H 2.2393 3.3026 -1.4893  C26 1.111
54 H 1.9163 1.8816 3.7157  C29 1.081
55 H 0.5183 -3.0454 -3.2033  N15 1.002
56 H -0.8197 -1.1194 4.5517  C32 1.056
57 H 2.5663 4.7846 -0.5263  C26 1.093
58 H -0.6837 -0.7504 -5.3003  N17 1.060
59 H -0.5177 1.1836 2.9437  N16 1.027
60 H 1.0503 0.8746 2.6057  C29 1.092
61 H 1.8953 4.9776 -2.1273  C26 1.111
62 H -0.9267 3.0036 -0.7073  O10 1.002
63 H -0.2707 0.5746 -4.1213  N17 1.036
64 H -1.4437 4.7236 2.7947  N22 1.006
65 H -1.6817 1.5556 4.2157  N16 1.039
66 H 2.1323 1.8936 0.6627  C27 1.075
67 H -5.1957 -1.4634 -0.0593  O8 1.014
68 H -3.1367 -0.2714 1.1167  N19 1.041
69 H 3.6373 -1.2524 2.2057  C36 1.080
70 H 3.1213 2.9796 1.6187  C27 1.096
71 H -0.3397 -2.2344 2.2977  C35 1.077
72 H -2.7627 2.8686 -0.3283  N14 1.031
73 H 2.7773 -1.6094 3.6937  C36 1.110
74 H -3.6227 -1.4504 -3.8583  N20 0.996
75 H -1.3777 2.9296 2.7427  N22 1.019
76 H 2.6303 -3.6784 -2.6723  N21 0.984
77 H 4.4553 1.5576 1.6837  O3 0.955
78 H 1.1553 0.3076 -0.8313  C33 1.126
79 H 0.9823 4.4276 -3.6953  N13 1.014
80 H -2.5707 -2.5704 1.4767  C25 1.090
81 H -0.5517 -5.1354 0.5457  N24 1.046
82 H -0.3327 -0.5304 -1.6053  C33 1.088
83 H 2.2743 4.4606 -4.7693  N13 0.991
84 H 0.4303 2.4496 -2.7523  N23 1.028
85 H -2.0517 1.8376 0.9327  N14 1.061
86 H -0.0237 5.0786 -0.5133  C38 1.040
87 H -0.5327 0.8956 -0.6043  C33 1.072
88 H -1.3697 -0.0644 1.2507  N19 1.028
89 H -3.7097 -2.4624 -1.4053  C40 1.088
90 H 0.0823 -1.4294 -3.7673  N15 1.032
91 H -2.3467 -2.0834 -4.8373  N20 1.055
92 H -2.3387 -1.4464 -0.8823  C40 1.136
93 H 2.0383 -3.4334 2.5937  O12 0.930
94 H 0.6493 -1.4734 0.1627  O11 0.971
95 H -3.8197 -3.6144 0.7017  C25 1.106
96 H 3.6673 -2.3894 -2.2383  N21 1.045